Arrangement w

Formula: C76H209N19O19
Source: the OMol25 dataset
Level of theory: wB97M-V/def2-TZVPD

XYZ file:
```
323
C76H209N19O19 wB97M-V/def2-TZVPD
C 4.19 -35.06 -5.68
C 2.93 -35.47 -4.90
C 3.08 -36.64 -3.93
O 3.42 -37.83 -4.66
C 3.54 -38.93 -3.79
N 2.53 -34.24 -4.24
H 4.99 -34.87 -4.96
H 4.10 -34.25 -6.41
H 4.51 -35.92 -6.26
H 2.09 -35.72 -5.55
H 2.14 -36.79 -3.39
H 3.81 -36.50 -3.14
H 3.96 -38.65 -2.82
H 4.16 -39.75 -4.14
H 2.56 -39.29 -3.46
H 1.60 -34.36 -3.85
H 2.51 -33.51 -4.94
C 2.44 -26.40 -4.17
C 2.28 -25.45 -2.98
C 3.71 -25.04 -2.38
O 4.20 -26.22 -1.66
C 5.50 -26.01 -1.20
N 1.52 -24.27 -3.46
H 3.23 -27.12 -3.96
H 2.77 -25.85 -5.05
H 1.60 -27.05 -4.45
H 1.66 -25.86 -2.20
H 3.52 -24.21 -1.70
H 4.33 -24.60 -3.16
H 6.16 -25.86 -2.05
H 5.83 -26.86 -0.60
H 5.51 -25.18 -0.50
H 0.71 -24.61 -3.97
H 1.10 -23.96 -2.60
C -7.33 -29.73 -0.30
C -6.28 -30.69 0.21
C -4.78 -30.19 0.20
O -4.30 -30.17 -1.12
C -3.00 -29.64 -1.26
N -6.69 -30.92 1.61
H -8.20 -30.36 -0.51
H -7.08 -29.36 -1.30
H -7.59 -28.89 0.34
H -6.23 -31.64 -0.32
H -4.15 -30.87 0.77
H -4.69 -29.23 0.71
H -2.75 -29.51 -2.31
H -2.23 -30.29 -0.84
H -2.87 -28.65 -0.82
H -5.94 -31.32 2.15
H -6.78 -30.03 2.07
C 4.27 -33.72 -0.45
C 4.42 -32.64 0.67
C 3.88 -31.30 0.39
O 4.50 -30.78 -0.70
C 4.51 -29.39 -0.79
N 3.91 -33.10 1.98
H 4.75 -34.67 -0.20
H 4.63 -33.40 -1.43
H 3.23 -34.02 -0.55
H 5.50 -32.63 0.78
H 4.08 -30.70 1.29
H 2.80 -31.34 0.20
H 4.88 -28.88 0.11
H 3.51 -28.99 -0.94
H 5.11 -29.09 -1.65
H 4.54 -33.81 2.33
H 3.80 -32.38 2.68
C 0.86 -31.08 2.73
C 0.84 -32.49 3.38
C -0.46 -32.77 4.17
O -0.70 -31.86 5.21
C -1.38 -32.49 6.35
N 1.17 -33.51 2.41
H 1.67 -30.91 2.02
H 0.96 -30.31 3.50
H -0.07 -30.98 2.17
H 1.70 -32.43 4.05
H -0.30 -33.78 4.55
H -1.33 -32.85 3.53
H -2.34 -32.91 6.06
H -1.46 -31.78 7.17
H -0.79 -33.31 6.74
H 1.34 -34.34 2.96
H 2.08 -33.26 2.05
C 5.96 -25.90 -7.28
C 6.54 -26.19 -8.65
C 8.08 -26.52 -8.61
O 8.70 -26.45 -9.87
C 10.04 -26.91 -9.80
N 5.73 -27.25 -9.14
H 5.96 -26.77 -6.63
H 4.93 -25.54 -7.30
H 6.43 -25.02 -6.85
H 6.38 -25.30 -9.25
H 8.24 -27.48 -8.12
H 8.54 -25.80 -7.94
H 10.58 -26.78 -10.74
H 10.15 -27.94 -9.46
H 10.66 -26.32 -9.13
H 5.86 -27.23 -10.14
H 4.78 -26.91 -9.08
C 7.10 -32.28 -4.18
C 5.91 -31.48 -3.78
C 5.99 -30.00 -4.28
O 7.18 -29.38 -3.58
C 7.49 -28.05 -4.04
N 4.68 -32.02 -4.29
H 7.97 -32.05 -3.56
H 7.37 -32.09 -5.22
H 6.92 -33.36 -4.12
H 5.70 -31.57 -2.72
H 5.08 -29.43 -4.10
H 6.15 -30.02 -5.36
H 7.69 -28.07 -5.11
H 8.35 -27.63 -3.53
H 6.56 -27.50 -3.91
H 4.55 -32.98 -3.99
H 3.84 -31.56 -3.96
C 5.82 -19.46 -7.97
C 4.36 -19.58 -7.94
C 3.76 -20.31 -6.72
O 3.97 -21.75 -6.78
C 3.40 -22.38 -5.69
N 3.86 -18.20 -7.96
H 6.27 -19.01 -7.08
H 6.12 -18.94 -8.88
H 6.18 -20.49 -7.95
H 3.94 -20.03 -8.84
H 2.68 -20.14 -6.61
H 4.27 -19.85 -5.88
H 3.65 -23.43 -5.85
H 2.33 -22.19 -5.72
H 3.81 -22.09 -4.72
H 4.21 -17.70 -7.15
H 2.87 -18.18 -7.80
C 3.20 -34.02 -9.43
C 2.16 -32.89 -9.10
C 1.58 -33.10 -7.74
O 0.96 -34.40 -7.57
C -0.24 -34.56 -8.26
N 2.68 -31.52 -9.31
H 3.70 -33.86 -10.39
H 2.65 -34.91 -9.70
H 3.92 -34.32 -8.67
H 1.38 -32.85 -9.87
H 0.94 -32.23 -7.59
H 2.33 -33.08 -6.95
H -0.73 -35.44 -7.84
H -0.06 -34.72 -9.32
H -0.92 -33.72 -8.25
H 2.00 -30.83 -9.02
H 3.42 -31.45 -8.63
C 2.42 -24.86 -9.97
C 2.24 -26.14 -10.75
C 0.83 -26.80 -10.66
O 0.85 -27.90 -9.78
C -0.34 -28.68 -9.94
N 2.50 -25.86 -12.15
H 1.56 -24.23 -10.20
H 3.32 -24.31 -10.25
H 2.53 -25.12 -8.92
H 2.97 -26.83 -10.32
H 0.46 -27.01 -11.67
H 0.13 -26.03 -10.32
H -0.34 -29.13 -10.93
H -1.24 -28.07 -9.87
H -0.46 -29.47 -9.19
H 3.48 -25.74 -12.35
H 2.30 -26.64 -12.76
C -1.15 -27.40 -3.30
C -1.99 -26.88 -4.41
C -1.20 -26.57 -5.69
O -0.42 -25.43 -5.51
C 0.25 -25.04 -6.67
N -3.00 -27.88 -4.56
H -0.22 -26.83 -3.35
H -0.85 -28.45 -3.29
H -1.59 -27.08 -2.35
H -2.54 -26.00 -4.07
H -1.92 -26.39 -6.49
H -0.60 -27.44 -5.93
H 1.09 -25.71 -6.89
H 0.57 -24.04 -6.41
H -0.29 -24.99 -7.61
H -3.85 -27.67 -5.07
H -2.55 -28.70 -4.95
C 6.45 -32.26 -8.80
C 6.91 -30.79 -8.79
C 7.50 -30.31 -10.11
O 8.61 -31.02 -10.44
C 9.28 -30.52 -11.65
N 5.79 -29.98 -8.43
H 5.74 -32.46 -9.60
H 6.07 -32.58 -7.83
H 7.23 -33.01 -8.89
H 7.63 -30.73 -7.97
H 7.59 -29.22 -10.16
H 6.75 -30.61 -10.84
H 10.06 -31.22 -11.97
H 9.74 -29.53 -11.61
H 8.62 -30.49 -12.51
H 5.14 -30.02 -9.19
H 5.96 -28.98 -8.40
C 5.05 -29.21 -13.38
C 4.07 -29.27 -12.23
C 2.61 -29.33 -12.77
O 2.30 -28.22 -13.64
C 1.06 -28.32 -14.33
N 4.29 -30.48 -11.43
H 5.12 -28.17 -13.68
H 4.62 -29.71 -14.25
H 6.05 -29.58 -13.16
H 4.23 -28.41 -11.57
H 1.93 -29.37 -11.92
H 2.46 -30.26 -13.32
H 0.24 -28.21 -13.63
H 1.06 -29.21 -14.96
H 1.04 -27.41 -14.93
H 4.04 -31.23 -12.06
H 3.62 -30.55 -10.68
C 0.49 -35.25 -0.67
C 0.09 -33.90 -1.10
C -0.85 -33.79 -2.30
O -0.10 -34.45 -3.31
C -0.66 -34.37 -4.54
N -0.55 -33.25 0.05
H 0.90 -35.80 -1.52
H -0.35 -35.89 -0.40
H 1.27 -35.31 0.10
H 0.99 -33.32 -1.30
H -1.11 -32.79 -2.64
H -1.76 -34.37 -2.13
H -0.53 -33.46 -5.13
H -1.70 -34.70 -4.57
H -0.19 -35.22 -5.03
H -1.49 -33.58 0.21
H -0.07 -33.47 0.91
C 2.20 -28.61 -7.32
C 2.76 -29.47 -6.18
C 1.66 -29.92 -5.11
O 2.33 -30.44 -3.95
C 1.43 -30.70 -2.93
N 3.45 -30.60 -6.68
H 2.84 -28.36 -8.17
H 1.91 -27.68 -6.84
H 1.25 -28.97 -7.70
H 3.57 -28.90 -5.73
H 0.89 -30.55 -5.55
H 1.05 -29.07 -4.81
H 1.20 -29.73 -2.48
H 1.96 -31.30 -2.19
H 0.59 -31.27 -3.32
H 4.29 -30.30 -7.16
H 3.91 -31.04 -5.90
C -2.13 -36.18 2.55
C -3.32 -35.38 2.96
C -4.03 -34.86 1.64
O -3.17 -33.92 0.94
C -3.85 -33.56 -0.24
N -4.23 -36.18 3.72
H -1.36 -35.58 2.06
H -2.48 -37.00 1.92
H -1.69 -36.66 3.43
H -3.03 -34.55 3.62
H -4.94 -34.32 1.89
H -4.22 -35.70 0.97
H -4.87 -33.21 -0.04
H -3.83 -34.42 -0.91
H -3.32 -32.73 -0.72
H -5.00 -35.58 4.00
H -3.75 -36.54 4.53
C 11.95 -32.59 -7.09
C 10.81 -32.06 -7.94
C 10.77 -30.52 -7.92
O 10.87 -29.93 -6.61
C 9.79 -30.08 -5.81
N 11.13 -32.55 -9.31
H 12.91 -32.54 -7.59
H 11.73 -33.65 -6.97
H 12.14 -32.01 -6.19
H 9.97 -32.71 -7.69
H 9.85 -30.29 -8.46
H 11.61 -30.17 -8.52
H 8.78 -29.82 -6.15
H 10.12 -29.57 -4.91
H 9.76 -31.15 -5.59
H 11.98 -32.08 -9.58
H 10.49 -32.05 -9.92
C -4.49 -32.90 -3.87
C -3.82 -31.53 -4.17
C -3.21 -31.59 -5.65
O -2.43 -30.42 -5.86
C -1.91 -30.34 -7.17
N -4.76 -30.48 -4.01
H -3.82 -33.75 -3.96
H -5.32 -33.11 -4.55
H -4.88 -32.92 -2.85
H -3.08 -31.48 -3.37
H -4.05 -31.61 -6.34
H -2.68 -32.53 -5.82
H -1.75 -29.28 -7.40
H -2.62 -30.74 -7.89
H -1.01 -30.93 -7.34
H -4.80 -30.31 -3.02
H -4.21 -29.71 -4.36
C 3.78 -26.43 3.29
C 2.32 -26.50 2.87
C 2.15 -27.29 1.54
O 0.76 -27.16 1.19
C 0.46 -27.75 -0.09
N 1.76 -27.04 4.08
H 4.32 -25.76 2.63
H 4.20 -27.43 3.22
H 3.87 -25.99 4.29
H 1.98 -25.49 2.62
H 2.35 -28.36 1.69
H 2.85 -26.98 0.77
H 0.69 -28.81 -0.03
H 1.02 -27.35 -0.93
H -0.58 -27.64 -0.43
H 1.86 -26.35 4.80
H 0.75 -27.07 3.96
```

Calculated values
* multiplicity: 1
* total charge: 0
* LUMO: 0.52 eV

Arrangement x

Formula: C76H209N19O19
Source: the OMol25 dataset
Level of theory: wB97M-V/def2-TZVPD

XYZ file:
```
323
C76H209N19O19 wB97M-V/def2-TZVPD
C -4.03 3.04 -9.62
C -4.23 2.77 -8.09
C -4.33 4.08 -7.29
O -4.29 3.82 -5.94
C -3.04 3.89 -5.36
N -5.44 1.93 -7.90
H -4.78 3.71 -10.05
H -4.07 2.12 -10.18
H -3.05 3.39 -9.91
H -3.42 2.12 -7.75
H -5.26 4.58 -7.57
H -3.55 4.78 -7.59
H -3.15 3.51 -4.34
H -2.67 4.92 -5.41
H -2.34 3.26 -5.91
H -6.24 2.47 -8.22
H -5.66 1.89 -6.91
C -0.68 0.91 -2.63
C -0.46 0.86 -1.15
C 0.03 -0.51 -0.60
O 0.21 -0.31 0.82
C 0.80 -1.41 1.42
N 0.55 1.92 -0.97
H -0.90 1.90 -3.02
H -1.49 0.22 -2.87
H 0.16 0.46 -3.16
H -1.37 1.11 -0.59
H 0.98 -0.84 -1.01
H -0.80 -1.18 -0.81
H 0.65 -1.31 2.49
H 1.84 -1.45 1.11
H 0.40 -2.35 1.03
H 1.29 1.52 -0.41
H 0.95 2.03 -1.89
C 8.90 -2.72 6.45
C 8.09 -1.59 5.80
C 6.65 -1.47 6.08
O 6.04 -2.65 5.75
C 4.66 -2.67 5.76
N 8.72 -0.35 6.02
H 8.62 -2.75 7.50
H 9.96 -2.49 6.34
H 8.69 -3.73 6.08
H 8.09 -1.72 4.71
H 6.28 -0.65 5.47
H 6.44 -1.37 7.14
H 4.22 -2.37 6.72
H 4.30 -3.67 5.51
H 4.29 -2.03 4.96
H 8.67 -0.03 6.98
H 9.71 -0.45 5.85
C 4.93 -4.86 2.57
C 6.27 -5.41 3.03
C 7.37 -4.38 2.73
O 8.70 -4.92 2.92
C 9.72 -3.91 2.75
N 6.20 -5.62 4.47
H 4.06 -5.49 2.76
H 4.92 -4.90 1.48
H 4.84 -3.82 2.88
H 6.58 -6.36 2.59
H 7.14 -3.51 3.35
H 7.30 -4.05 1.69
H 9.84 -3.76 1.68
H 10.71 -4.09 3.17
H 9.52 -2.96 3.25
H 6.15 -4.74 4.97
H 7.13 -5.93 4.73
C -0.82 7.18 -0.77
C 0.00 5.84 -0.82
C 0.63 5.52 0.54
O 1.55 6.51 0.85
C 2.28 6.28 2.03
N -0.84 4.74 -1.30
H -0.26 8.02 -0.37
H -1.67 6.96 -0.12
H -1.28 7.57 -1.68
H 0.81 6.04 -1.52
H 1.16 4.57 0.53
H -0.19 5.53 1.26
H 1.62 5.89 2.81
H 2.80 7.18 2.33
H 3.16 5.65 1.93
H -1.40 4.58 -0.48
H -0.36 3.86 -1.37
C -3.71 -1.92 -4.11
C -4.23 -3.02 -5.03
C -4.09 -4.49 -4.55
O -2.72 -4.82 -4.34
C -2.54 -6.10 -3.69
N -5.66 -2.77 -5.32
H -3.67 -0.98 -4.66
H -2.68 -2.18 -3.89
H -4.27 -1.81 -3.18
H -3.70 -3.09 -5.99
H -4.59 -5.16 -5.24
H -4.69 -4.64 -3.66
H -2.81 -6.92 -4.35
H -3.13 -6.29 -2.79
H -1.47 -6.12 -3.46
H -5.84 -2.88 -6.31
H -5.75 -1.77 -5.20
C 3.08 -7.73 1.08
C 1.78 -8.14 1.77
C 1.12 -7.03 2.54
O 1.97 -6.86 3.68
C 1.81 -5.61 4.27
N 0.91 -8.88 0.79
H 3.00 -6.82 0.49
H 3.50 -8.46 0.38
H 3.82 -7.57 1.86
H 1.95 -8.90 2.53
H 0.10 -7.26 2.87
H 1.10 -6.15 1.89
H 0.78 -5.45 4.60
H 2.06 -4.79 3.59
H 2.48 -5.48 5.11
H 0.77 -8.38 -0.08
H 1.45 -9.68 0.51
C 4.12 0.85 6.73
C 2.80 1.38 7.27
C 1.97 0.18 7.80
O 1.76 -0.78 6.82
C 0.95 -0.41 5.69
N 3.08 2.27 8.35
H 4.83 0.51 7.48
H 4.58 1.67 6.18
H 3.95 0.06 5.99
H 2.31 1.79 6.39
H 1.04 0.60 8.19
H 2.47 -0.26 8.65
H -0.02 -0.03 6.03
H 0.77 -1.30 5.09
H 1.49 0.29 5.05
H 3.59 1.80 9.08
H 3.62 3.08 8.07
C -3.32 1.31 9.08
C -2.57 0.86 7.79
C -3.59 0.21 6.74
O -2.79 -0.16 5.57
C -3.51 -0.61 4.42
N -2.02 2.07 7.27
H -2.63 1.60 9.88
H -3.97 0.55 9.52
H -3.89 2.21 8.85
H -1.70 0.29 8.13
H -4.37 0.93 6.47
H -4.14 -0.63 7.18
H -2.92 -1.32 3.84
H -3.78 0.16 3.70
H -4.44 -1.08 4.75
H -2.67 2.80 7.02
H -1.65 1.78 6.38
C 3.08 4.30 -1.69
C 4.04 3.55 -2.65
C 3.42 3.24 -4.03
O 2.08 2.75 -3.93
C 1.50 2.29 -5.17
N 5.27 4.31 -2.75
H 2.75 5.25 -2.13
H 3.57 4.50 -0.74
H 2.13 3.76 -1.61
H 4.34 2.61 -2.20
H 4.04 2.51 -4.55
H 3.30 4.18 -4.58
H 0.47 1.94 -5.11
H 2.09 1.48 -5.60
H 1.54 3.17 -5.82
H 5.83 3.91 -3.49
H 4.99 5.22 -3.10
C -1.92 -4.54 5.42
C -2.02 -4.23 6.93
C -0.81 -3.57 7.50
O 0.24 -4.57 7.72
C 1.44 -3.94 8.01
N -3.32 -3.56 7.23
H -1.69 -3.68 4.80
H -2.92 -4.81 5.09
H -1.26 -5.38 5.17
H -2.07 -5.16 7.49
H -1.01 -3.09 8.46
H -0.44 -2.75 6.89
H 2.35 -4.52 7.87
H 1.48 -3.44 8.98
H 1.60 -3.13 7.30
H -3.33 -3.30 8.20
H -3.18 -2.71 6.70
C -0.71 2.45 4.21
C 0.09 2.72 2.92
C 1.49 2.17 2.85
O 2.23 2.47 1.69
C 3.56 2.10 1.66
N -0.72 2.24 1.77
H -1.62 3.05 4.19
H -0.08 2.55 5.10
H -0.99 1.40 4.19
H 0.19 3.80 2.82
H 1.42 1.09 2.90
H 2.02 2.50 3.74
H 3.69 1.07 2.00
H 4.14 2.75 2.32
H 4.04 2.16 0.69
H -0.40 2.55 0.87
H -0.42 1.27 1.68
C 1.69 -2.37 -4.64
C 0.17 -2.76 -4.74
C -0.56 -2.05 -5.98
O -0.79 -0.69 -5.58
C -1.60 0.04 -6.55
N 0.06 -4.17 -4.71
H 2.23 -2.87 -3.84
H 1.61 -1.33 -4.35
H 2.23 -2.66 -5.54
H -0.40 -2.35 -3.90
H -1.46 -2.59 -6.25
H 0.02 -1.96 -6.89
H -1.18 0.02 -7.55
H -1.79 1.06 -6.22
H -2.57 -0.42 -6.70
H -0.93 -4.31 -4.58
H 0.53 -4.51 -3.88
C -0.17 4.98 -9.35
C 0.44 6.23 -8.72
C 1.02 6.07 -7.33
O -0.01 5.68 -6.40
C 0.33 5.91 -5.05
N 1.49 6.83 -9.56
H -1.08 4.62 -8.87
H 0.54 4.15 -9.28
H -0.49 5.29 -10.34
H -0.24 7.06 -8.55
H 1.49 7.00 -7.00
H 1.88 5.39 -7.32
H 0.68 6.91 -4.79
H 1.07 5.21 -4.68
H -0.53 5.78 -4.40
H 2.01 7.54 -9.06
H 1.04 7.30 -10.33
C 4.60 -1.28 0.25
C 4.81 -1.84 -1.18
C 4.79 -0.68 -2.18
O 4.76 -1.34 -3.46
C 4.75 -0.46 -4.58
N 6.00 -2.58 -1.28
H 3.78 -0.55 0.31
H 5.40 -0.63 0.58
H 4.39 -2.10 0.93
H 3.98 -2.54 -1.29
H 5.65 -0.01 -2.18
H 3.89 -0.09 -1.99
H 4.87 -0.95 -5.55
H 5.67 0.11 -4.44
H 3.88 0.18 -4.48
H 6.31 -2.50 -2.24
H 6.67 -1.98 -0.82
C 2.13 -4.43 -0.37
C 0.96 -5.26 -0.92
C -0.45 -4.65 -0.69
O -0.76 -4.62 0.69
C -1.87 -3.81 0.97
N 1.28 -5.37 -2.33
H 2.17 -3.50 -0.93
H 3.09 -4.92 -0.54
H 2.12 -4.17 0.69
H 0.90 -6.26 -0.50
H -1.19 -5.33 -1.13
H -0.44 -3.62 -1.02
H -2.15 -4.07 1.99
H -2.76 -3.99 0.38
H -1.59 -2.77 0.81
H 1.66 -6.30 -2.40
H 2.15 -4.87 -2.43
C -4.46 -1.13 -0.11
C -4.81 0.33 0.17
C -4.74 1.21 -1.05
O -4.91 2.57 -0.56
C -4.42 3.52 -1.56
N -6.19 0.41 0.60
H -4.42 -1.73 0.79
H -3.64 -1.30 -0.81
H -5.33 -1.53 -0.65
H -4.10 0.72 0.89
H -5.38 0.83 -1.85
H -3.76 1.07 -1.51
H -5.00 3.57 -2.48
H -3.36 3.43 -1.79
H -4.59 4.53 -1.19
H -6.43 1.39 0.66
H -6.69 0.12 -0.22
C -6.30 0.57 -4.81
C -7.58 1.29 -4.23
C -7.94 2.54 -5.04
O -8.07 2.24 -6.47
C -8.68 3.31 -7.20
N -8.65 0.23 -4.17
H -5.38 1.12 -4.62
H -6.30 0.39 -5.89
H -6.17 -0.37 -4.28
H -7.32 1.61 -3.22
H -7.19 3.31 -4.88
H -8.88 2.97 -4.68
H -8.10 4.24 -7.21
H -9.53 3.61 -6.60
H -9.02 3.15 -8.23
H -9.58 0.54 -3.91
H -8.79 -0.19 -5.07
C -4.35 5.65 1.69
C -3.51 4.51 2.23
C -4.33 3.29 2.78
O -5.24 3.80 3.78
C -6.07 2.77 4.31
N -2.64 4.11 1.11
H -4.99 6.03 2.48
H -4.99 5.36 0.85
H -3.68 6.46 1.40
H -2.84 4.76 3.05
H -3.67 2.51 3.15
H -4.80 2.80 1.93
H -6.50 3.39 5.10
H -5.44 1.95 4.67
H -6.76 2.36 3.58
H -3.23 3.61 0.46
H -1.99 3.41 1.42
```

Calculated values
* multiplicity: 1
* total charge: 0
* LUMO: 0.41 eV

Result of the stability comparison: arrangement w is the most stable of them.